No. 1
A molecular structure, C18H18NO4Ti in a non-equilibrium geometry. Source: the OMol25 dataset; level of theory: wB97M-V/def2-TZVPD.

Element x y z (Å)
C  0.7545  -1.9286  3.2875
C  -0.3929  -2.4770  2.7161
C  -0.3307  -2.3099  1.2906
H  -1.1849  -3.0079  3.2151
C  0.9369  -1.6516  0.9972
C  1.5744  -1.3679  2.1976
H  2.5515  -0.9141  2.4165
H  1.1218  -2.0326  4.3074
H  -1.0163  -2.7148  0.5368
H  1.3532  -1.4532  0.0107
C  -0.6728  2.3611  1.6293
C  -0.2899  2.2975  3.0047
C  1.0171  1.7205  3.1130
H  -0.8438  2.6919  3.8244
C  1.4808  1.4327  1.7852
C  0.4276  1.8081  0.8459
H  0.5082  1.7782  -0.2167
H  -1.5485  2.8323  1.2098
H  1.5480  1.5662  4.0201
H  2.4848  1.1224  1.5423
Ti  -0.3109  -0.0077  1.8573
O  -1.2510  -0.3265  -0.1416
C  -1.7269  -0.6323  -1.5089
C  -0.7029  -1.1371  -2.5281
H  -2.4581  -1.5563  -1.6218
H  -2.4459  0.1494  -1.9183
H  -0.0577  -2.0212  -2.1804
H  0.9525  -1.8922  -4.2386
C  0.6994  -0.8500  -4.4313
C  -0.1690  -0.2571  -3.4527
C  -0.4603  1.1726  -3.6726
H  -1.0402  1.7020  -2.8818
C  -0.1556  1.8331  -4.8328
H  -0.5955  2.8394  -4.9842
C  0.5373  1.1475  -5.8430
H  0.6219  1.6413  -6.7914
C  0.9905  -0.1516  -5.6418
H  1.4420  -0.7309  -6.4689
O  0.4115  -0.2016  5.2016
N  -0.8203  -0.2194  5.0181
O  -1.7058  -0.4215  5.7873
O  -1.2344  0.1668  3.5405

As for the electronic energy: -51747.37368 eV. The HOMO energy (alpha / beta) is -3.2 / -4.2 eV. The value obtained for the HOMO-LUMO gap (alpha / beta) is 6.08 / 6.26 eV. The spin multiplicity is 3. The relative energy (zero: lowest compared OMol25 entry of this formula, charge and spin) is 55.0 kcal/mol. As for the expectation value of S²: 2.05. Its net charge is -1.

No. 2
5 unconnected molecules or ions with the total composition C19H50BrN3O18P6S in a non-equilibrium geometry. Source: the OMol25 dataset; level of theory: wB97M-V/def2-TZVPD.

Element x y z (Å)
C  3.3304  4.4303  1.9752
C  2.5641  3.3638  1.2474
O  1.9878  2.4861  1.8426
N  2.5168  3.3994  -0.1923
C  3.8312  3.1414  -0.7877
P  1.6235  4.7042  -0.9566
N  2.9015  5.9010  -0.6796
C  3.4660  6.4743  -1.5964
S  4.3314  7.1927  -2.6789
N  0.3956  4.6505  0.1951
C  -0.5816  3.8282  0.1411
C  -0.6952  2.6539  -0.7818
C  -1.7145  4.0422  1.0955
P  0.5308  6.4159  -2.1139
O  -0.5629  7.0046  -1.0443
Br  -0.6988  5.1980  -3.5663
H  4.2930  4.6474  1.5207
H  3.4403  4.1368  3.0137
H  2.7432  5.3486  1.9408
H  3.6975  2.9175  -1.8449
H  4.2511  2.2428  -0.3362
H  4.5508  3.9511  -0.6496
H  1.7011  3.9919  -2.1806
H  -0.7945  2.9754  -1.8162
H  0.2152  2.0541  -0.7181
H  -1.5282  2.0279  -0.4869
H  -1.9839  3.1169  1.6017
H  -1.4238  4.7877  1.8300
H  -2.5806  4.3952  0.5349
H  -0.6457  7.9518  -1.2099
C  -3.6758  -2.6274  0.9209
O  -3.4609  -1.5670  -0.0184
P  -4.4194  -0.3270  -0.1598
O  -3.8507  0.9453  0.2918
O  -5.8002  -0.7101  0.5330
C  -6.0175  -0.4057  1.9182
O  -4.7818  -0.4060  -1.6937
C  -5.7579  0.5131  -2.2012
H  -3.5140  -2.2703  1.9380
H  -4.6760  -3.0462  0.8208
H  -2.9439  -3.3996  0.7039
H  -5.3105  0.3456  2.2673
H  -5.9177  -1.3167  2.5072
H  -7.0301  -0.0226  2.0174
H  -5.5110  1.5347  -1.9115
H  -6.7482  0.2490  -1.8315
H  -5.7385  0.4264  -3.2834
C  -2.3298  4.7958  -6.8354
O  -1.8824  4.7566  -8.1918
P  -2.1094  5.9493  -9.2003
O  -0.9032  6.6717  -9.6004
O  -3.2449  6.8753  -8.5714
C  -2.8766  7.9899  -7.7468
O  -2.8903  5.2015  -10.3514
C  -3.3878  5.9886  -11.4409
H  -1.7535  5.5192  -6.2594
H  -3.3917  5.0359  -6.7831
H  -2.1710  3.8055  -6.4178
H  -1.8326  8.2589  -7.9004
H  -3.0477  7.7374  -6.7005
H  -3.5110  8.8290  -8.0224
H  -2.5995  6.6211  -11.8492
H  -4.2243  6.6025  -11.1080
H  -3.7276  5.2929  -12.2024
C  0.8605  -2.9953  1.2158
O  0.1689  -4.2423  1.3042
P  -0.1463  -4.9633  2.6756
O  -1.5638  -4.9758  3.0428
O  0.8104  -4.3073  3.7695
C  0.3539  -3.1857  4.5379
O  0.5254  -6.3644  2.4313
C  0.5576  -7.2973  3.5268
H  0.2405  -2.1820  1.5951
H  1.8040  -3.0332  1.7590
H  1.0607  -2.8233  0.1623
H  -0.7313  -3.1024  4.4975
H  0.8137  -2.2738  4.1575
H  0.6647  -3.3418  5.5681
H  -0.4350  -7.4133  3.9611
H  1.2622  -6.9602  4.2850
H  0.8924  -8.2504  3.1309
C  5.4390  -6.9278  4.1728
O  4.7698  -8.1883  4.1995
P  4.4302  -8.9607  5.5344
O  3.0060  -9.0256  5.8633
O  5.3428  -8.3309  6.6786
C  4.8422  -7.2508  7.4790
O  5.1419  -10.3405  5.2584
C  5.1621  -11.3088  6.3165
H  4.7915  -6.1408  4.5617
H  6.3677  -6.9666  4.7412
H  5.6654  -6.7169  3.1318
H  3.7569  -7.1875  7.4123
H  5.2936  -6.3160  7.1474
H  5.1301  -7.4418  8.5098
H  4.1600  -11.4602  6.7173
H  5.8366  -10.9836  7.1079
H  5.5264  -12.2366  5.8860

As for the electronic energy: -198459.44978 eV. The HOMO energy is -8.0 eV. Its SMILES is CC(=O)N(C)[PH](N=C=S)(N=C(C)C)P(O)Br.COP(=O)(OC)OC.COP(=O)(OC)OC.COP(=O)(OC)OC.COP(=O)(OC)OC. The value obtained for the HOMO-LUMO gap is 8.19 eV. Its net charge is 0.

No. 3
A single C2H4N6 molecule in a non-equilibrium geometry. Source: the OMol25 dataset; level of theory: wB97M-V/def2-TZVPD.

Element x y z (Å)
C  -1.3854  0.1329  -0.0751
C  2.0979  0.6086  0.0560
H  -1.4349  -1.7574  0.4766
H  -3.1575  -1.0227  0.1079
H  -2.8067  1.4632  0.1299
H  2.9193  1.5535  0.5104
N  -2.0672  -1.0961  0.0500
N  -1.8548  1.2791  0.0363
N  0.1672  -0.0043  -0.1263
N  0.7888  1.0239  -0.0852
N  2.1228  -0.7090  0.0671
N  0.8724  -1.1631  -0.1006

As for the electronic energy: -11075.88037 eV. The HOMO energy is -10.1 eV. Its SMILES is [H]/N=C(\N)n1ncnn1. The value obtained for the HOMO-LUMO gap is 10.77 eV. The relative energy (zero: lowest compared OMol25 entry of this formula, charge and spin) is 53.8 kcal/mol. Its net charge is 0.

No. 4
11 unconnected molecules or ions with the total composition C3H24NO13 in a non-equilibrium geometry. Source: the OMol25 dataset; level of theory: wB97M-V/def2-TZVPD.

Element x y z (Å)
C  0.3397  3.4503  1.3265
N  0.5001  2.1648  0.9271
C  1.4554  1.3159  1.6517
C  1.4704  -0.0870  1.0166
O  0.6714  -0.9209  1.5106
O  2.3001  -0.2737  0.0914
O  1.0533  3.9786  2.1615
H  -0.4562  4.0045  0.8103
H  -0.2332  1.6874  0.3766
H  2.4415  1.8084  1.6095
H  1.1666  1.2119  2.7113
H  -2.1679  1.0362  -0.4457
H  -1.1669  0.0218  -1.1646
O  -1.3113  0.9493  -0.9293
H  -0.8194  -3.1231  -0.4220
H  -1.2145  -2.3375  -1.7331
O  -1.6020  -2.9096  -0.9984
H  0.6550  -2.3842  0.9512
H  0.4637  -3.8873  1.3123
O  0.5791  -3.3135  0.5474
H  -2.8102  0.7871  1.4824
H  -3.6364  0.0232  0.4590
O  -3.4066  0.9388  0.7279
H  -2.6220  -2.2127  -0.0858
H  -4.0758  -2.2772  0.5230
O  -3.2711  -1.7529  0.5769
H  -0.9138  -0.5550  2.2085
H  -2.2970  -1.1073  1.9336
O  -1.8438  -0.4321  2.4730
H  2.5745  1.0591  -1.2956
H  2.0354  2.4932  -1.1737
O  2.4522  1.8876  -1.8000
H  0.6884  -1.7928  -2.3917
H  -0.0378  -0.4780  -3.0148
O  -0.1582  -1.4184  -2.7103
H  -0.3840  1.3863  -2.4948
H  1.0974  1.4811  -2.7702
O  0.2523  1.1896  -3.2052
H  2.0010  -2.9980  -0.9506
H  2.3886  -1.5697  -0.9858
O  2.3373  -2.3580  -1.5962

As for the electronic energy: -31614.64170 eV. The HOMO energy is -7.0 eV. The value obtained for the HOMO-LUMO gap is 9.79 eV. The relative energy (zero: lowest compared OMol25 entry of this formula, charge and spin) is 0.0 kcal/mol. Its net charge is -1.